136
Properties=species:S:1:pos:R:3:forces:R:3 method="wB97M-V/def2-TZVPD" total_charge=0 gap_ev=7.436 homo_ev=-8.676 mol_weight_g_mol=1145.4
O -0.841 0.467 0.386 1.58 -0.46 0.18
C 0.126 -5.772 4.303 0.53 -0.05 1.30
H 0.977 2.492 -5.423 0.34 -0.02 -0.08
C -0.496 4.444 -13.612 -0.43 0.00 -0.80
S -4.880 -0.814 -4.858 -1.16 2.54 0.42
C -5.665 2.052 1.792 -1.11 -0.16 -0.66
C -3.828 0.410 3.332 1.89 -0.86 1.31
H -2.694 -1.625 1.824 0.21 0.08 -0.05
H 6.877 -1.874 -5.493 0.81 -0.34 0.31
S 5.240 -1.424 6.938 0.90 1.85 -1.61
C -1.493 2.226 -7.729 1.43 0.74 -0.44
O 4.649 0.599 0.007 -1.07 0.09 0.08
C 2.441 -0.026 -3.566 -2.64 2.54 2.46
H 7.416 -3.339 -1.270 -0.02 0.09 -0.09
C 1.062 -3.512 4.702 -0.22 -1.99 0.15
H -4.808 -0.626 -1.860 0.05 -0.89 0.00
H -0.955 4.589 -14.579 -0.09 -0.25 -0.09
H 1.259 5.256 -14.310 0.43 0.49 0.30
C -3.653 -1.257 -0.076 0.91 -1.51 0.59
S 8.213 -2.221 -3.257 1.87 1.90 -0.77
O -0.985 -7.821 3.705 0.74 2.75 1.57
C 0.496 4.798 7.620 -0.46 0.05 -0.17
H -2.443 -1.275 -4.110 -0.83 -0.83 0.29
O -2.974 -0.182 3.999 -0.90 0.51 -0.74
C -5.482 2.345 3.252 1.29 0.08 0.47
O -6.414 2.792 1.152 1.35 -1.45 0.26
H -3.338 -7.978 4.199 -0.03 -0.18 -0.06
C 7.453 -2.297 -1.585 -0.20 0.35 -0.68
C -0.768 2.079 -6.560 -0.66 0.77 0.27
C -4.823 -6.501 4.561 0.72 0.18 0.09
H -0.271 -0.066 3.085 -0.31 0.11 -0.62
C 0.764 4.904 -13.417 1.33 0.11 0.09
H -6.615 4.383 5.769 0.14 0.36 -0.25
H -5.966 -4.769 5.067 -0.23 0.06 -0.31
H 4.630 0.363 2.501 0.00 0.17 -0.65
C 1.441 -6.279 4.400 -0.58 -0.32 -0.20
C 3.553 0.291 2.539 -0.79 0.34 -1.09
C 1.657 -0.003 3.948 -1.60 0.56 -1.92
H -4.016 -3.251 4.970 -0.25 0.10 0.59
C 3.022 0.177 3.798 -1.17 0.28 0.84
H 2.187 3.358 -7.249 0.29 0.22 -0.81
O -6.001 -0.182 -3.964 2.88 -1.27 -1.52
C -4.986 -5.162 4.841 -1.49 0.10 0.53
C -0.080 -4.439 4.585 0.82 3.78 -0.17
H 1.412 3.796 4.886 -0.25 -0.12 -0.08
H -6.001 0.931 -0.772 -0.34 0.38 0.52
H 1.096 -2.474 5.000 -1.19 0.07 -0.25
C -3.522 -6.934 4.404 -0.51 -2.18 -0.95
H -5.672 -7.158 4.442 0.09 -0.14 0.18
O 2.488 4.289 -9.674 -1.54 0.04 0.54
C 0.768 0.071 2.827 1.83 -0.52 0.77
C 2.702 0.360 1.380 1.13 -0.31 1.63
H -0.332 3.541 5.468 0.14 0.67 -0.07
C -3.925 -4.326 4.940 2.26 0.66 -0.76
C -1.044 -6.652 4.184 -0.86 -3.72 -2.62
C -2.416 -6.131 4.389 0.76 1.53 1.56
H -0.433 4.641 8.169 0.16 -0.35 0.33
C 4.850 -0.247 8.331 0.48 -0.63 -0.44
H -4.787 3.151 6.927 -0.22 0.16 0.16
H -4.066 1.274 -6.236 0.76 -0.30 1.26
H 4.264 0.058 -2.456 0.17 0.32 0.47
C 1.155 0.381 -1.011 -0.21 -0.61 1.32
O 5.630 -0.636 5.641 -0.57 -1.49 2.88
C -4.972 0.758 1.180 -2.01 1.40 -0.44
C -3.369 -0.993 1.266 -0.55 -0.69 -0.21
C -1.422 2.949 -10.234 0.31 1.05 1.61
C 0.544 2.533 -6.411 -1.57 -1.33 0.50
H 6.466 -1.835 -1.542 0.07 0.02 0.04
C 6.758 -2.127 7.725 0.28 1.02 -0.11
H -3.658 1.197 5.806 -0.11 0.12 0.66
C -6.159 3.428 3.871 -0.52 -1.25 -0.69
H 6.449 -2.912 8.415 0.15 -0.19 -0.35
H 0.159 5.398 6.774 0.37 -0.40 -0.55
H 7.496 -2.381 6.964 -0.62 -0.75 -0.29
H 3.524 -5.753 4.599 -0.03 -0.53 -0.06
H 2.425 4.987 -12.008 -0.01 0.14 -0.02
C -5.022 2.957 5.891 0.14 -1.34 0.35
C 1.291 0.239 1.515 -0.02 -0.08 1.71
H -2.570 0.220 -4.758 -0.70 0.43 -0.33
C 0.375 0.331 0.355 0.57 1.11 -1.50
H 5.878 -2.190 -4.067 0.17 -0.89 0.02
C 2.577 0.292 -1.110 -0.76 0.76 -0.76
H -0.687 0.415 -2.147 -0.04 0.26 0.37
H 0.530 2.174 5.091 0.86 -0.03 -0.21
C -4.535 1.565 3.989 -2.26 0.38 -1.88
H 4.831 -0.913 9.193 -0.30 0.05 0.12
O 2.788 3.363 7.147 -2.07 -0.58 0.02
C -5.993 3.698 5.212 1.07 -0.89 0.27
H -2.548 2.017 -7.632 -0.01 -0.11 -0.94
C 1.194 3.013 -7.493 0.98 1.41 -0.56
H 1.574 -7.346 4.495 0.03 -0.11 -0.44
O -1.571 -2.652 5.169 -0.32 -0.41 -0.36
H 7.341 -1.386 8.273 -0.50 0.39 0.30
C 0.393 0.394 -2.154 1.04 -0.47 -0.95
C -4.402 1.819 5.330 0.71 1.33 0.02
H 3.236 -3.485 4.788 -0.13 0.50 -0.17
O -2.566 2.604 -10.322 -0.98 -0.42 -1.18
C 6.803 -1.729 -4.416 -0.94 0.69 1.52
C -3.171 -0.464 -4.160 0.45 0.60 0.02
H 2.816 -0.006 -4.578 0.47 -0.45 0.16
C -1.474 -3.801 4.806 1.12 -1.56 0.41
C 2.501 -5.420 4.509 0.52 -0.33 0.03
H -5.582 0.932 -6.551 -0.78 -1.10 0.06
H 1.136 5.483 8.176 0.39 -0.69 0.24
C 0.557 3.244 -8.733 -1.26 -0.62 1.48
C -0.659 3.673 -11.339 1.56 -0.65 0.12
H -6.951 3.924 3.329 0.18 0.11 -0.31
C 2.334 -4.052 4.614 -0.66 0.02 0.23
C -2.606 -4.804 4.737 -0.97 1.78 -0.28
H 5.642 0.482 8.505 0.05 -0.03 -0.38
C -4.604 -0.593 -0.800 -0.50 1.00 0.36
C -4.677 0.374 -6.307 0.05 0.62 -0.30
C 0.684 4.131 -11.153 -1.75 0.34 0.90
H -4.257 -0.111 -7.188 -0.39 -0.51 0.07
S 1.272 3.128 7.178 1.57 2.14 -0.18
C -5.322 0.377 -0.141 0.61 1.44 0.66
C -4.066 0.001 1.923 -0.59 1.59 -0.18
C 1.393 4.723 -12.185 -0.12 -0.09 -0.24
H 3.895 0.256 8.177 0.09 -0.19 -0.14
C 3.433 0.484 0.081 0.24 -0.80 0.16
C -0.810 2.806 -8.838 1.70 0.43 -1.17
C 0.700 3.190 5.447 -0.75 -0.70 0.66
H -3.286 0.005 -3.183 -0.15 -0.19 0.00
H -1.351 1.796 -5.696 0.20 -0.28 0.27
C 3.195 0.174 -2.355 -0.81 -1.43 -2.08
H 6.491 -0.700 -4.238 0.79 0.46 0.00
O 9.255 -1.050 -3.163 -2.44 -2.19 -0.34
H 3.572 0.357 4.710 0.67 -0.49 -0.20
H -3.186 -2.128 -0.510 0.45 0.08 -0.20
C -1.136 3.745 -12.634 -1.60 -0.87 0.71
H -2.008 3.175 -12.918 -0.48 0.26 0.31
C 1.295 4.006 -9.799 1.99 -1.29 -0.77
H 0.294 0.329 -4.188 0.51 -0.28 -0.79
H 8.169 -1.729 -0.992 -0.11 -0.06 0.01
H 1.172 -0.098 4.908 0.22 -0.06 0.25
C 1.026 0.251 -3.398 0.94 -0.63 0.15